No. 1
16
Properties=species:S:1:pos:R:3:forces:R:3:mulliken_charge:R:1 method="wB97M-V/def2-TZVPD" spin_multiplicity=1 relative_energy_kcal_mol=149.9 mol_weight_g_mol=86.138 gap_ev="7.71 / 7.70" homo_energy_ev="-7.133 / -7.130" total_charge=0 largest_force_ev_per_a=0.47
C 0.057445 -1.256982 0.203487 0.01 0.47 -0.02 -0.318
C -1.416513 -1.425795 0.428208 -0.05 0.04 0.01 -1.051
N -0.135151 0.851323 -0.090395 -0.04 -0.46 -0.06 -0.212
N -0.543590 1.117072 -1.438883 0.08 -0.04 0.21 -0.676
C 1.186283 1.255492 0.328373 0.12 0.10 -0.02 -0.109
C 1.983975 0.283964 0.721469 -0.29 -0.15 -0.08 -0.794
H -0.879355 1.180554 0.519507 0.06 -0.03 -0.05 0.322
H 0.148142 0.662699 -2.029392 0.00 0.04 0.04 0.255
H -0.478981 2.116054 -1.629667 0.03 -0.08 0.05 0.280
H 1.373224 2.329978 0.260335 -0.01 -0.04 0.00 0.401
H 2.984010 0.524578 1.091976 -0.06 0.07 -0.03 0.227
H 0.425894 -1.421250 -0.799621 0.00 0.02 0.00 0.309
H 0.681117 -1.717369 0.947269 0.00 0.02 -0.01 0.408
H -1.645232 -2.499774 0.400860 0.06 0.07 0.00 0.378
H -1.718335 -1.070832 1.416456 0.04 -0.02 -0.05 0.269
H -2.022932 -0.929712 -0.329982 0.05 -0.01 0.02 0.311

---

No. 2
16
Properties=species:S:1:pos:R:3:forces:R:3:mulliken_charge:R:1 method="wB97M-V/def2-TZVPD" spin_multiplicity=1 relative_energy_kcal_mol=139.2 mol_weight_g_mol=86.138 gap_ev=8.01 homo_energy_ev=-7.724 total_charge=0 smiles="C=NC.C=NC" largest_force_ev_per_a=4.71
C -1.014657 -1.074027 0.833456 4.34 -1.39 1.19 -0.510
C -2.969771 0.253165 1.017804 1.23 -1.45 -3.91 -0.407
N -1.901031 -0.107686 0.336474 -4.49 -0.58 -0.86 -0.324
H -0.669143 -2.007371 0.086454 -1.80 2.42 1.50 0.225
H 0.071313 -0.655436 0.948922 -1.83 -0.38 0.15 0.056
H -1.322512 -1.522168 1.843878 0.46 0.51 -1.33 0.347
H -4.056361 0.256030 0.512441 2.71 1.20 0.94 0.215
H -2.798271 0.398249 2.033231 -0.70 -0.32 2.35 0.390
C 2.414540 -0.393360 -0.831024 -2.18 -0.28 -1.03 -0.355
C 1.131767 1.691777 -1.076357 0.12 -0.82 -1.94 -0.361
N 1.870921 0.757873 -1.485616 2.33 1.49 0.70 -0.326
H 2.214025 -1.250526 -1.522793 0.25 0.05 1.22 0.177
H 3.496000 -0.240960 -0.718429 -0.31 -0.22 0.16 0.230
H 1.840802 -0.312779 0.116758 0.95 -1.58 -0.04 0.103
H 1.620264 2.635567 -1.263198 -1.09 1.20 -0.31 0.260
H 0.072115 1.571652 -0.832000 0.01 0.17 1.19 0.280

---

No. 3
16
Properties=species:S:1:pos:R:3:forces:R:3:mulliken_charge:R:1 method="wB97M-V/def2-TZVPD" spin_multiplicity=1 relative_energy_kcal_mol=120.3 mol_weight_g_mol=86.138 gap_ev=7.62 homo_energy_ev=-7.200 total_charge=0 smiles="C=CN.C=CN" largest_force_ev_per_a=4.91
C 1.888599 1.042399 2.002683 1.45 -2.18 0.53 -0.825
C 1.501403 0.163869 1.003760 0.78 -0.06 -0.61 -0.002
N 2.233190 -0.621843 0.110859 1.30 0.57 -2.37 -0.601
H 1.422717 1.986879 2.004751 -1.74 0.43 0.94 0.252
H 2.297867 0.608662 2.951407 1.21 1.03 -1.37 0.241
H 0.473172 -0.115296 1.061335 -1.24 0.85 -1.52 0.371
H 1.814371 -0.771352 -0.903092 0.38 0.17 3.31 0.301
H 3.213551 -0.254832 -0.134382 -1.95 -0.68 1.28 0.336
C -2.427772 -1.294495 -1.059439 -1.25 -2.76 0.76 -0.887
C -1.473562 -0.396021 -0.828684 -2.25 1.37 -0.23 0.358
N -1.699630 0.980241 -1.155298 4.40 1.67 1.41 -0.494
H -3.482916 -1.170235 -1.527531 2.20 0.15 0.86 0.267
H -2.233799 -2.328826 -0.554783 -0.46 1.82 -1.40 0.184
H -0.588696 -0.774291 -0.294408 -0.36 1.02 -0.57 0.059
H -2.552262 1.477044 -1.254997 -1.23 -0.91 -0.04 0.224
H -1.030933 1.738960 -0.747149 -1.24 -2.48 -0.98 0.218

---

No. 4
16
Properties=species:S:1:pos:R:3:forces:R:3:mulliken_charge:R:1 method="wB97M-V/def2-TZVPD" spin_multiplicity=1 relative_energy_kcal_mol=33.5 mol_weight_g_mol=86.138 gap_ev=9.68 homo_energy_ev=-8.703 total_charge=0 largest_force_ev_per_a=3.91
C -1.011109 -2.355034 0.782635 0.90 -0.48 0.22 -1.262
C -0.487004 -0.898156 0.653664 -1.18 -1.68 -1.40 -0.138
C 0.072743 -0.663888 -0.778605 0.44 1.16 0.54 -0.531
N -0.131379 2.172619 0.342540 0.69 -1.13 -1.99 -0.345
C 0.881263 1.638034 -0.492368 -0.60 -0.79 3.79 0.009
N 1.070250 0.412870 -0.782866 0.21 1.29 -1.65 -0.529
H -1.939261 -2.516117 0.238549 -0.10 0.04 0.07 0.322
H -0.260576 -3.022174 0.338954 -0.14 0.05 -0.13 0.317
H -1.098540 -2.763565 1.813781 -0.26 0.74 -0.47 0.333
H -1.368205 -0.267645 0.765001 0.31 0.36 0.58 0.198
H 0.285864 -0.758530 1.383950 0.26 0.56 0.35 0.296
H -0.710759 -0.475099 -1.543357 0.17 -0.05 0.55 0.276
H 0.665855 -1.491332 -1.148257 -0.30 -0.61 0.20 0.366
H 0.085812 3.065609 0.735152 -0.83 0.19 0.07 0.208
H -0.997450 1.673951 0.339323 -0.50 0.60 0.60 0.192
H 1.674275 2.357251 -0.315278 0.95 -0.26 -1.31 0.288

---

No. 5
16
Properties=species:S:1:pos:R:3:forces:R:3:mulliken_charge:R:1 method="wB97M-V/def2-TZVPD" spin_multiplicity=1 relative_energy_kcal_mol=64.4 mol_weight_g_mol=86.138 gap_ev=10.02 homo_energy_ev=-9.098 total_charge=0 smiles="C=NCCCN" largest_force_ev_per_a=3.91
C -1.637362 -0.724621 -0.148705 2.21 -0.31 0.57 -0.420
C -0.295850 -0.059265 0.288801 -1.20 0.61 2.15 -0.578
C 0.738529 0.237757 -0.750258 0.05 -0.52 -3.87 -0.422
C 2.444109 1.845874 -0.260519 -1.50 -1.29 0.45 -0.390
N 1.236989 1.563359 -0.593534 1.22 0.95 2.27 -0.405
N -2.270542 -1.356358 1.042945 0.82 0.32 -0.19 -0.661
H -1.465105 -1.476842 -0.901020 0.17 -0.24 -0.50 0.307
H -2.026246 0.149837 -0.634404 -1.77 0.02 -0.02 0.291
H -0.634101 0.868053 0.847618 0.55 -0.58 -1.00 0.266
H 0.183598 -0.580920 1.131278 0.03 -0.47 -0.38 0.300
H 0.355624 0.189696 -1.829572 -0.22 -0.08 1.38 0.277
H 1.479107 -0.571858 -0.746956 0.41 0.23 0.17 0.358
H 2.503207 2.560693 0.575248 0.68 0.87 -1.30 0.278
H 3.312530 1.195557 -0.494051 -0.34 0.04 0.37 0.285
H -1.455648 -1.514512 1.644365 -0.52 0.39 0.31 0.244
H -2.468839 -2.326451 0.828764 -0.61 0.07 -0.41 0.271

---

No. 6
17
Properties=species:S:1:pos:R:3:forces:R:3:lowdin_spin:R:1 method="wB97M-V/def2-TZVPD" spin_multiplicity=2 relative_energy_kcal_mol=17.6 mol_weight_g_mol=102.137 gap_ev="3.32 / 6.77" homo_energy_ev="0.416 / -3.155" total_charge=-1 largest_force_ev_per_a=1.87
O 2.667079 -0.066503 1.456086 0.07 -0.04 0.12 0.347
C 2.406491 -0.404029 0.244064 -0.45 -0.18 -0.63 0.392
C 1.013460 -0.422770 -0.358563 0.35 0.08 1.22 0.075
C 0.002905 0.269532 0.547121 -0.21 1.38 -0.13 0.001
C -1.364136 0.517275 -0.102161 -1.21 -1.03 0.99 0.012
N -1.826423 1.891153 -0.421769 0.07 0.02 -0.08 0.001
N 0.598389 -1.814472 -0.655023 -0.30 -0.44 -0.65 0.055
H 3.114001 -0.886548 -0.456796 0.38 0.08 0.35 0.045
H 1.050801 0.112006 -1.303775 -0.20 0.05 -0.50 0.025
H 0.342546 1.256359 0.887722 0.46 -0.10 -0.20 0.001
H -0.112214 -0.276053 1.482726 -0.01 -0.29 -0.11 0.001
H -2.110241 0.118363 0.602960 0.00 -0.25 0.03 0.003
H -1.509530 -0.113878 -0.982207 0.23 0.29 -0.28 0.006
H -1.914743 2.436366 0.432576 0.52 -0.09 0.11 0.000
H -2.809159 1.761475 -0.651787 0.08 0.12 -0.42 0.001
H 0.859266 -2.467990 0.073532 0.20 0.31 0.23 0.014
H -0.408495 -1.910286 -0.794705 0.02 0.08 -0.06 0.020

---

No. 7
17
Properties=species:S:1:pos:R:3:forces:R:3:mulliken_charge:R:1 method="wB97M-V/def2-TZVPD" spin_multiplicity=1 relative_energy_kcal_mol=74.2 mol_weight_g_mol=102.137 gap_ev=9.90 homo_energy_ev=-8.986 total_charge=0 largest_force_ev_per_a=3.73
C -1.043862 -0.077468 -0.072767 2.20 1.23 1.38 -0.014
C -0.752317 0.339880 -1.472453 2.82 1.46 0.22 -0.671
C 1.383060 -1.293668 0.093958 0.13 0.20 -0.24 -1.331
C 0.510035 -0.145880 0.535565 -1.81 -1.44 2.93 0.793
N -1.785029 0.938705 0.674666 -0.31 -0.57 -0.05 -0.746
O 0.731284 0.913004 -1.265242 -1.98 0.02 -1.53 -0.579
N 0.704142 0.450265 1.680121 -1.16 -0.92 -1.53 -0.731
H 0.671337 1.806588 -0.884544 -0.24 -0.35 -0.29 0.340
H -1.497988 -1.066392 0.003515 -0.05 0.10 0.16 0.418
H -1.146420 1.698267 0.923745 -0.11 -0.30 -0.11 0.325
H -2.015635 0.533745 1.583744 0.01 0.20 -0.28 0.297
H 1.351227 -0.072242 2.273034 0.74 0.58 -0.59 0.247
H -0.619930 -0.483909 -2.172251 0.02 0.26 -0.02 0.260
H -1.351852 1.162838 -1.860751 -0.08 -0.30 -0.01 0.378
H 0.948840 -1.851499 -0.736911 0.04 -0.05 0.03 0.295
H 2.342056 -0.885156 -0.236808 -0.11 -0.14 0.00 0.279
H 1.571052 -1.967079 0.933380 -0.10 -0.01 -0.07 0.441

---

No. 8
17
Properties=species:S:1:pos:R:3:forces:R:3:mulliken_charge:R:1 method="wB97M-V/def2-TZVPD" spin_multiplicity=1 relative_energy_kcal_mol=219.6 mol_weight_g_mol=102.137 gap_ev="6.43 / 7.32" homo_energy_ev="-6.884 / -7.205" total_charge=0 largest_force_ev_per_a=4.77
C -0.355065 -1.365063 0.925404 -2.39 1.12 -0.75 -0.659
C -0.141826 1.507033 0.613138 2.80 -1.38 0.25 -0.990
N -1.526989 -0.678585 0.722211 1.11 -2.25 1.17 -0.294
C 0.860122 0.120737 0.051558 -3.62 3.09 0.18 0.557
N -1.955472 -0.650147 -0.523360 3.43 -0.03 -1.95 -0.405
C 0.796524 -0.012850 -1.338332 2.93 0.31 -0.46 -1.102
O 2.008620 0.126297 0.781870 -0.20 0.47 -0.65 -0.412
H 2.768866 0.102849 0.185442 0.07 -0.26 -0.05 0.384
H -2.881293 -0.232485 -0.558688 0.63 0.46 -0.66 0.235
H -0.880632 -0.454803 -1.338009 -4.17 -0.51 2.27 0.309
H -0.161205 -2.211623 0.264463 0.32 0.36 0.03 0.420
H -0.045352 -1.422083 1.958844 0.10 0.04 -0.02 0.370
H -0.254248 1.303657 1.675040 -0.26 0.27 -0.03 0.313
H -1.037655 1.902043 0.143921 -0.23 -1.16 -0.37 0.334
H 0.567153 2.320705 0.459575 0.38 -0.05 0.23 0.376
H 0.455853 -0.504090 -2.241725 -1.66 -0.21 0.46 0.319
H 1.782600 0.148409 -1.781352 0.78 -0.29 0.33 0.244